Entry one
Here is the molecule C4H9NOS from the Open Molecules 2025 dataset. Energies are from wB97M-V/def2-TZVPD.

Structure (XYZ):
```
16
Properties=species:S:1:pos:R:3:mulliken_charge:R:1
C -1.9687 0.6213 1.6346 -0.9043
C -1.4951 0.3844 0.2129 0.6133
O -2.1437 0.3192 -0.7953 -0.5809
N -0.0803 0.5037 0.1997 -0.3202
C 0.6029 0.4985 -1.0642 -0.5269
C 1.5721 -0.7807 -1.2628 -0.5210
S 1.6048 -1.8591 0.2409 -0.3181
H -2.5564 -0.1575 2.1285 0.3018
H -1.1133 0.7007 2.3110 0.2614
H -2.6684 1.4773 1.7126 0.2491
H 0.3713 0.0387 0.9983 0.3074
H -0.0288 0.6380 -1.9307 0.3417
H 1.2113 1.4264 -1.0856 0.2870
H 2.5779 -0.5202 -1.5346 0.4149
H 1.1223 -1.3159 -2.1783 0.2468
H 2.9920 -1.9748 0.4131 0.1480
```

Output
E_HOMO: -9.37 eV
Gap between HOMO and LUMO: 10.0 eV
LUMO level: 0.630 eV
SMILES: CC(=O)NCCS



Entry two
Here is the molecule C4H9NOS from the Open Molecules 2025 dataset. Energies are from wB97M-V/def2-TZVPD.

Structure (XYZ):
```
16
Properties=species:S:1:pos:R:3:mulliken_charge:R:1
C -0.0907 -0.7096 -1.4699 -1.1346
C -0.0583 -0.1836 -0.0365 0.2612
C 0.3294 1.2822 0.0432 -0.8992
S -0.7683 2.4938 -0.7023 -0.2249
N 0.9227 -0.9661 0.7299 -0.1783
C 0.6912 -2.1634 1.3135 -0.0410
O -0.3606 -2.7516 1.4052 -0.5371
H -0.3700 -1.7457 -1.6063 0.3720
H 0.8782 -0.4916 -1.9207 0.3070
H -0.7961 -0.0130 -1.9269 0.3052
H -0.9633 -0.3603 0.5488 0.2547
H 0.5451 1.6115 1.0591 0.4053
H 1.3557 1.3153 -0.3505 0.3614
H -0.4908 2.5966 -2.0133 0.1258
H 1.9025 -0.8256 0.5229 0.2892
H 1.6329 -2.6175 1.6747 0.3334
```

Output
E_HOMO: -9.46 eV
Gap between HOMO and LUMO: 10.1 eV
LUMO level: 0.678 eV
SMILES: C[C@H](CS)NC=O



Least stable: entry one



Entry one
Here is a 2-piece molecular cluster, C4H9NOS overall from the Open Molecules 2025 dataset. Energies are from wB97M-V/def2-TZVPD.

Structure (XYZ):
```
16
Properties=species:S:1:pos:R:3:mulliken_charge:R:1
C 1.0306 -1.6273 -0.8485 -0.8536
C 1.6708 -0.6072 -0.2841 0.2300
S 2.7855 -0.6099 1.2108 -0.2220
C 1.6731 0.7676 -0.9829 0.6034
N 0.3924 1.1291 -1.3591 -0.4168
O 2.7362 1.3289 -1.1213 -0.6047
H 0.3600 -1.4512 -1.6271 0.3298
H 1.0683 -2.6275 -0.4722 0.2932
H 3.5976 0.2459 0.6238 0.1685
H -0.3465 0.4802 -1.1757 0.1982
H 0.2691 2.0734 -1.9152 0.2683
C -1.6061 0.4453 2.2771 -1.0404
H -1.8252 -0.2981 2.9597 0.3319
H -1.5489 -0.1210 1.3336 0.1646
H -2.3536 1.1853 2.3769 0.2965
H -0.6750 0.8898 2.5087 0.2532
```

Output
E_HOMO: -9.10 eV
Gap between HOMO and LUMO: 9.8 eV
LUMO level: 0.693 eV
SMILES: C=C(S)C(N)=O.C



Entry two
Here is the molecule C4H9NOS from the Open Molecules 2025 dataset. Energies are from wB97M-V/def2-TZVPD.

Structure (XYZ):
```
16
Properties=species:S:1:pos:R:3:mulliken_charge:R:1
C 2.6231 0.8341 0.0740 -1.0613
C 1.3132 0.0641 0.1915 0.6696
O 1.2644 -1.1474 0.1982 -0.6176
N 0.2034 0.8298 0.1923 -0.2020
C -1.1799 0.3704 0.2646 -0.5206
C -1.5101 -0.8003 -0.6806 -0.6899
S -3.2462 -1.3354 -0.4050 -0.2395
H 3.0702 0.9451 1.0529 0.2763
H 3.3068 0.2649 -0.5411 0.3151
H 2.5331 1.8271 -0.3695 0.3157
H 0.2653 1.7882 0.4961 0.2435
H -1.3055 -0.0104 1.2836 0.3022
H -2.0116 1.0613 0.1181 0.4046
H -0.7759 -1.5867 -0.5109 0.3436
H -1.5187 -0.7054 -1.7671 0.3298
H -3.0315 -2.3994 0.4029 0.1306
```

Output
E_HOMO: -9.13 eV
Gap between HOMO and LUMO: 9.9 eV
LUMO level: 0.759 eV
SMILES: CC(=O)NCCS



Entry three
Here is a 2-piece molecular cluster, C4H9NOS overall from the Open Molecules 2025 dataset. Energies are from wB97M-V/def2-TZVPD.

Structure (XYZ):
```
16
Properties=species:S:1:pos:R:3:mulliken_charge:R:1
C -0.7614 -0.7112 1.2551 -1.0720
C -1.3473 0.0094 0.0784 -0.4584
C -0.5307 1.3015 -0.1546 -0.4558
S -0.3461 2.3706 1.2260 -0.1727
C 1.1588 -1.2757 -1.0453 0.1902
N 2.0676 -2.3817 -0.9143 -0.5200
O 0.4465 -1.2914 -1.9890 -0.3003
H 0.3467 -0.6728 1.2281 0.2511
H -1.0088 -0.2694 2.2176 0.4080
H -1.4007 -0.5289 -0.8571 0.3237
H -2.3383 0.4123 0.3178 0.3784
H 0.4792 0.9394 -0.5030 0.1827
H -0.9606 1.9156 -0.9539 0.3522
H -1.0513 -1.7627 1.2223 0.3039
H 2.0750 -2.8113 0.0064 0.2784
H 1.5939 -3.0915 -1.4716 0.3105
```

Output
E_HOMO: -7.52 eV
Gap between HOMO and LUMO: 4.0 eV
LUMO level: -3.543 eV



Least stable: entry three



Entry one
Here is the molecule C4H9NOS from the Open Molecules 2025 dataset. Energies are from wB97M-V/def2-TZVPD.

Structure (XYZ):
```
16
Properties=species:S:1:pos:R:3:mulliken_charge:R:1
C 1.2400 -0.9852 3.6371 -0.2442
N 0.4469 -1.0396 2.6266 -0.3017
S 1.0546 -1.1265 1.1107 0.0291
C -0.3898 -0.7446 0.2227 -0.3723
O -0.4130 0.6223 -0.2144 -0.3323
C -0.9376 1.0482 -1.4279 -0.3283
C 0.0231 1.0241 -2.5963 -0.9620
H 0.8413 -0.7416 4.6711 0.2286
H 2.2550 -1.2663 3.4535 0.2218
H -0.4345 -1.3745 -0.7167 0.3161
H -1.3111 -0.9752 0.8306 0.2643
H -1.8357 0.4009 -1.7173 0.3004
H -1.2646 2.1033 -1.3046 0.2894
H 0.2884 -0.0068 -2.7534 0.2795
H 0.9231 1.5962 -2.3330 0.2754
H -0.4860 1.4653 -3.4888 0.3361
```

Output
E_HOMO: -8.73 eV
Gap between HOMO and LUMO: 9.6 eV
LUMO level: 0.892 eV
SMILES: C=NSCOCC



Entry two
Here is the molecule C4H9NOS from the Open Molecules 2025 dataset. Energies are from wB97M-V/def2-TZVPD.

Structure (XYZ):
```
16
Properties=species:S:1:pos:R:3:mulliken_charge:R:1
C -2.3900 -0.6383 1.2341 -0.9891
C -1.2822 -0.3273 0.2546 0.6510
O -1.5487 -0.0623 -0.9067 -0.6258
N -0.0100 -0.4720 0.7036 -0.1865
C 1.2034 -0.3319 -0.0770 -0.7308
C 1.2243 0.8814 -0.9707 -0.4962
S 2.7080 0.7634 -2.0155 -0.2459
H -3.1120 -1.2542 0.7146 0.2915
H -2.8285 0.2577 1.6607 0.2483
H -2.0426 -1.2129 2.1029 0.3116
H 0.1013 -0.9659 1.5758 0.2502
H 1.3409 -1.2047 -0.7355 0.3153
H 2.0515 -0.2893 0.5995 0.3726
H 0.3389 0.9988 -1.5844 0.3843
H 1.2969 1.7902 -0.3724 0.3239
H 2.9488 2.0673 -2.1839 0.1259
```

Output
E_HOMO: -9.00 eV
Gap between HOMO and LUMO: 9.8 eV
LUMO level: 0.756 eV
SMILES: CC(=O)NCCS



Least stable: entry one



Entry one
Here is a 2-piece molecular cluster, C4H9NOS overall from the Open Molecules 2025 dataset. Energies are from wB97M-V/def2-TZVPD.

Structure (XYZ):
```
16
Properties=species:S:1:pos:R:3:mulliken_charge:R:1
C -1.8574 0.0681 1.9926 -0.4494
C -0.8032 1.0388 1.8541 -0.2672
C -1.6156 0.9985 0.8494 -0.3018
C 0.3600 -1.3136 -1.7432 -0.7967
N 1.9016 0.7983 -1.1792 -0.6112
O 2.0173 -1.1366 0.4296 -0.5753
S 2.0010 -0.9248 -1.0149 0.5737
H -1.7482 -1.0700 1.7219 0.1542
H -2.7681 0.3953 2.5960 0.1950
H 2.2480 1.2907 -0.3834 0.2779
H 0.0217 1.4949 2.3755 0.3153
H -2.1046 1.4559 -0.0009 0.3533
H -0.4817 -1.8045 -1.1206 0.2522
H 0.4458 -2.1189 -2.4153 0.3672
H -0.1938 -0.3443 -2.1220 0.2564
H 2.5772 1.1723 -1.8396 0.2562
```

Output
E_HOMO: -8.93 eV
Gap between HOMO and LUMO: 9.7 eV
LUMO level: 0.745 eV



Entry two
Here is the molecule C4H9NOS from the Open Molecules 2025 dataset. Energies are from wB97M-V/def2-TZVPD.

Structure (XYZ):
```
16
Properties=species:S:1:pos:R:3:mulliken_charge:R:1
C 2.5547 0.8056 -1.9141 -1.1301
C 1.2341 0.3111 -1.3610 0.6683
O 0.6661 -0.6764 -1.7778 -0.5993
N 0.6262 1.1805 -0.4788 -0.2246
C -0.6125 0.8067 0.1920 -0.7780
C -0.4632 -0.4423 1.0595 -0.4815
S -2.0256 -0.8405 1.8980 -0.2565
H 2.8805 0.1250 -2.6953 0.3054
H 3.3446 0.9418 -1.1801 0.3386
H 2.3280 1.7677 -2.3760 0.3199
H 1.2641 1.7141 0.0941 0.2935
H -1.3908 0.6669 -0.5552 0.3131
H -0.8959 1.6515 0.8183 0.4270
H -0.1625 -1.2653 0.4200 0.3678
H 0.3112 -0.2688 1.8068 0.3111
H -1.8201 -2.1611 1.9488 0.1256
```

Output
E_HOMO: -9.11 eV
Gap between HOMO and LUMO: 9.9 eV
LUMO level: 0.758 eV
SMILES: CC(=O)NCCS



Entry three
Here is the molecule C4H9NOS from the Open Molecules 2025 dataset. Energies are from wB97M-V/def2-TZVPD.

Structure (XYZ):
```
16
Properties=species:S:1:pos:R:3:mulliken_charge:R:1
C -0.0894 -1.3656 0.2258 -1.7677
C -1.2663 0.6491 1.1018 -1.4791
C -0.2406 0.6540 -1.3017 -1.2089
C -0.0758 0.1743 0.2434 1.7015
N 1.1223 0.7522 0.6188 -0.6902
O 3.8665 0.3523 -0.1974 -0.3899
S 2.6896 -0.4908 -0.1915 0.4337
H 0.3960 -1.8387 1.0947 0.3711
H -1.0862 -1.5930 0.3943 0.4439
H 0.3514 -1.7757 -0.7078 0.4452
H -2.1284 -0.0222 0.9398 0.3860
H -1.4876 1.6354 0.7902 0.4091
H -0.7721 0.7784 2.1569 0.3351
H 0.0246 1.6332 -1.7206 0.3408
H 0.0881 -0.1173 -1.9811 0.3509
H -1.3919 0.5744 -1.4657 0.3183
```

Output
E_HOMO (spin up / spin down): -9.52 / -9.08 eV
Gap between HOMO and LUMO (spin up / spin down): 8.5 / 8.8 eV
LUMO level (spin up / spin down): -1.027 / -0.276 eV



Least stable: entry one



Entry one
Here is C4H9NOS as an isolated structure from the Open Molecules 2025 dataset. Energies are from wB97M-V/def2-TZVPD.

Structure (XYZ):
```
16
Properties=species:S:1:pos:R:3:mulliken_charge:R:1
C 0.5828 0.3661 -0.0164 1.0915
C 0.9124 1.4052 -0.9575 -1.4031
C -0.4493 0.6122 1.0640 -1.1102
C -0.2086 -2.0718 -0.5065 -0.7690
N 0.5823 -0.8907 -0.7851 -0.4981
O 3.3956 0.0460 -0.1495 -0.4575
S 2.2591 -0.4055 0.5646 0.3699
H 1.6549 1.0701 -1.7256 0.3783
H 1.3232 2.3971 -0.6489 0.3378
H 0.0770 1.8162 -1.5066 0.3775
H -0.9855 -0.3735 1.1771 0.2843
H -1.1030 1.3670 0.6894 0.3237
H -0.0088 0.9219 2.0463 0.2886
H -0.6059 -2.6035 -1.4267 0.2851
H 0.3227 -2.9526 0.0252 0.2303
H -1.1436 -1.9416 0.0498 0.2709
```

Output
E_HOMO (spin up / spin down): -8.46 / -8.46 eV
Gap between HOMO and LUMO (spin up / spin down): 8.2 / 8.2 eV
LUMO level (spin up / spin down): -0.222 / -0.220 eV



Entry two
Here is the molecule C4H9NOS from the Open Molecules 2025 dataset. Energies are from wB97M-V/def2-TZVPD.

Structure (XYZ):
```
16
Properties=species:S:1:pos:R:3:mulliken_charge:R:1
C -0.9770 1.1899 0.3572 -0.5458
C -0.1356 0.0358 0.1148 0.9073
C 0.2913 -0.7535 1.3067 -1.2801
C 0.6853 -0.0155 -1.0890 -1.4092
N -1.7810 -1.1621 -0.5245 -0.5227
O -2.2921 1.2015 -0.2667 -0.3980
S -3.0602 -0.2192 0.0072 0.1478
H -1.1887 1.2695 1.3660 0.4112
H -0.5663 2.1683 -0.0121 0.3094
H -0.5546 -0.9753 1.9777 0.3305
H 1.0410 -0.1073 1.9055 0.3047
H 0.7349 -1.7698 1.0123 0.3532
H 0.1435 0.1497 -2.0031 0.4645
H 1.3833 -0.9905 -1.1791 0.2524
H 1.3459 0.8003 -1.1308 0.3788
H -1.3780 -0.9765 -1.4371 0.2960
```

Output
E_HOMO (spin up / spin down): -7.98 / -7.98 eV
Gap between HOMO and LUMO (spin up / spin down): 8.4 / 8.4 eV
LUMO level (spin up / spin down): 0.460 / 0.460 eV



Least stable: entry two